ORCA calculation (wB97M-V/def2-TZVPD) on C11H20IN3OSTc as an isolated structure at a distorted geometry.

```
38
Properties=species:S:1:pos:R:3:forces:R:3
H 3.839054 -0.550557 -3.385710 -0.0170 0.1363 0.2017
S 1.916519 0.569223 -1.024076 0.9589 0.1253 -0.2671
H 1.116916 2.282757 -2.547910 -0.0003 0.0050 0.1508
H 1.446159 -1.618932 -1.845576 -0.0705 0.1138 0.0681
N -2.281033 1.915722 -0.299470 0.1679 0.1419 0.2303
I -1.928735 1.452259 3.356322 0.2773 -0.2691 -0.2469
Tc -0.940968 0.664185 0.883014 0.5780 -0.9858 -0.9572
H -2.014137 -1.344817 -0.462078 0.1163 0.0527 0.0222
C 1.964778 1.597256 -2.536632 0.0509 0.0464 -0.0495
N 0.036600 -0.431920 2.410123 -0.2868 0.5102 -0.4141
H 3.133038 -1.463652 -1.302252 -0.0267 0.0249 0.0549
C -3.653258 -0.083312 -0.209719 -0.2259 0.3615 -0.2436
H -2.834732 2.489114 0.344233 -0.0418 0.0671 -0.1101
H -4.086992 1.642240 -1.435073 0.0338 0.0500 0.0205
H -1.831130 2.599468 -0.916720 0.0838 -0.0733 0.0224
C -0.349914 0.031333 3.616482 -0.1069 0.0995 0.1082
N -2.403528 -0.764000 0.290096 0.4467 0.3195 0.2696
H 1.092869 0.479181 -4.188569 -0.0772 -0.0355 0.2402
C 0.188357 -0.334646 4.813679 -0.1011 0.0397 0.0309
C 1.629923 -1.801859 3.533998 -0.0879 0.0314 -0.0531
C 1.219890 -1.286575 4.761373 0.0179 -0.0070 -0.0531
C 1.024451 -1.358460 2.374386 0.1875 -0.1901 0.0050
H 2.411289 -2.549384 3.477025 0.0032 0.0004 -0.0004
C 2.339634 -0.990327 -1.881312 -0.0537 -0.2072 0.0003
H -2.642347 -1.413372 1.048661 0.0745 0.0376 0.0512
H 2.645262 1.167701 -4.514920 0.0628 0.0157 0.0617
O 0.374208 0.398518 -0.604304 -2.1090 0.0878 1.2242
C 2.068148 0.666913 -3.735813 -0.2061 -0.1587 -0.3752
H 2.872838 2.191486 -2.383475 0.0136 -0.0380 0.1038
H -4.228963 0.266655 0.648522 0.0639 -0.0695 0.0627
C -3.224777 1.062441 -1.102303 -0.0961 -0.3378 0.0109
H 1.299931 -1.749162 1.403376 0.0097 0.0488 -0.0016
H 2.489444 -1.453538 -3.974662 -0.1014 -0.0077 0.0559
H -0.160302 0.071666 5.755993 0.0146 0.0049 -0.0003
H -2.699875 0.699703 -1.987111 0.0445 0.0609 0.0071
H -4.269709 -0.803390 -0.754084 0.0731 -0.0821 0.0508
C 2.754033 -0.631630 -3.308582 0.3355 0.0864 -0.2864
H 1.687056 -1.618288 5.683068 -0.0058 -0.0060 0.0051
```
Positions in Å, forces in eV/Å.

## Properties
Calculated total energy   -1445.6385 Eh
Highest occupied orbital energy (spin up / spin down)   -23.12 / -23.12 eV
Multiplicity   4
Orbital gap (spin up / spin down)   6.0718 / 6.2234 eV
LUMO (spin up / spin down)   -17.051 / -16.900 eV
Total charge   +4

---

ORCA calculation (wB97M-V/def2-TZVPD) on a 3-piece molecular cluster, C11H20IN4O4 overall at a distorted geometry.

```
40
Properties=species:S:1:pos:R:3:forces:R:3
N 3.348480 2.989125 3.755783 -0.8421 -0.1652 -0.2627
O 1.427929 3.205711 2.614564 0.2413 -0.0781 0.7781
C -1.558943 -4.642902 -4.170445 0.0277 0.9795 0.4659
C 4.224665 2.498418 4.793286 0.3424 0.2648 -0.1680
H 3.725749 3.635241 3.072116 -0.0800 -0.1312 0.1987
H 1.862569 0.772083 4.477802 -0.0022 0.0906 0.2154
C -1.036805 1.999896 -1.594725 0.2669 -0.5296 0.2699
C 2.032662 2.696053 3.556009 0.2910 0.5815 -0.4548
H 0.803901 3.481210 -0.279176 -0.0673 -0.2566 0.0495
H -0.100923 0.612991 -0.506890 0.0452 0.3279 -0.0781
I 0.887226 -4.122335 0.718139 -0.5098 0.2717 -0.4785
H -4.044952 -6.409098 -4.208997 1.6044 0.6633 -0.8153
N -0.463973 -4.216718 -1.828590 -5.0312 3.8361 -1.8386
H 0.320009 1.611090 4.223454 0.2730 0.1522 -0.0170
H -0.934277 -5.631797 -4.109737 -1.4635 1.8828 0.0767
C -2.516281 -1.749254 -1.254548 2.9543 -4.5653 -2.3322
C -1.115723 3.458527 -1.949128 -0.1683 0.1219 -0.1772
C -1.380414 -2.382263 -0.301787 -1.7396 0.4656 -2.4060
H -1.916217 3.615090 -2.678051 0.1823 -0.1861 0.1894
C -1.495994 -3.753518 -2.751244 -0.3107 -0.1620 -1.0307
O -3.239776 -6.112455 -4.746777 -2.1305 -5.5931 -0.5781
C 0.879279 2.427701 -0.007148 0.1061 -0.5006 0.3765
H 1.875608 2.056123 -0.260345 0.0995 0.2678 0.0833
O -1.792235 1.165984 -2.090394 -0.1786 -0.2005 0.0608
H -1.341066 4.048825 -1.056570 0.1927 0.0384 -0.1221
N -0.091862 1.609056 -0.693888 -0.8427 0.1081 -0.8867
H -3.202850 -0.846805 -0.982172 1.6294 -1.8481 -0.4848
C -2.562718 -2.571905 -2.658291 2.6208 -0.1244 4.4674
H -1.177014 -3.979159 -5.069320 -0.6375 -1.2961 1.9495
H -0.172963 3.786554 -2.395665 -0.0864 0.1044 0.1852
H 5.063887 1.987175 4.314544 0.0449 -0.0685 0.3130
O -3.015268 -4.872606 -4.407286 2.6515 5.2617 1.7731
H 0.716965 2.316207 1.068063 0.2073 0.3053 -0.4401
H -3.314777 -2.350668 -3.523035 1.6881 -0.5507 1.7975
H 4.600575 3.358021 5.354201 0.0944 -0.2615 0.1727
H 1.395625 2.154094 5.525865 0.0596 -0.2179 -0.0432
C 1.366577 1.746112 4.511716 -0.2404 -0.1255 0.0447
H 3.720932 1.811561 5.474490 0.0219 0.1598 -0.1858
H -1.252756 -1.918438 0.775566 0.0561 -1.3808 -2.4705
N -0.524847 -3.482928 -0.711387 -1.3701 2.3583 1.8031
```
Positions in Å, forces in eV/Å.

## Properties
Calculated total energy   -1248.2567 Eh
Highest occupied orbital energy   -11.38 eV
Orbital gap   6.3652 eV
LUMO   -5.011 eV
Total charge   +1

---

ORCA calculation (wB97M-V/def2-TZVPD) on one molecule with the formula C11H20N2O5 at a distorted geometry.

```
38
Properties=species:S:1:pos:R:3:forces:R:3
H -3.043573 -1.782056 -1.300784 0.3039 -0.6098 -0.2441
C 1.216864 1.564191 0.653045 -0.7250 0.1467 0.1775
H -0.633921 -0.815299 0.755158 -1.1013 -0.5076 0.5670
H -2.322848 -2.518235 -2.799710 -0.2298 0.4286 0.0903
N -0.158707 -2.205844 -1.231326 -0.4457 0.0107 -1.4003
O -1.222974 -3.840496 -0.128516 -0.1684 0.0086 -0.5295
N 0.571104 0.560354 -0.202058 0.5410 -0.4897 -0.1448
H 0.435167 2.021991 -2.691479 0.0473 0.4038 -0.1831
C 1.905045 0.806861 1.817725 -1.4674 0.9359 -0.1025
C 1.207812 -0.548595 1.806654 -0.6872 -0.5086 1.3696
C -0.569219 1.170662 -0.940952 1.4625 -0.0825 0.4566
H 0.944157 1.808656 3.221633 0.6813 -0.5048 -0.2809
H 2.916454 0.651074 1.497787 0.7668 0.0962 0.4310
H 0.774229 -0.639163 3.720924 -0.2158 0.1296 -0.2394
H -1.847699 2.740211 -0.045370 0.0467 -0.0893 0.2051
H 1.962307 2.104989 0.083520 0.1309 0.4134 -0.1621
O 0.533203 -0.043741 -2.767466 0.0237 0.9634 -0.2239
H 0.456088 3.447133 1.328919 -0.4645 0.3017 0.3415
C 0.401617 -0.716339 0.544837 1.5820 0.9085 -1.0420
H -0.266279 -1.472385 -1.949176 0.4567 -0.5126 0.5870
H 1.886502 -1.836274 -0.647886 -1.0920 -0.2165 0.4013
O 1.856164 1.445800 3.103558 -0.0685 -0.0016 -0.8684
C -1.242521 -3.001025 -1.025669 -0.2782 -0.2675 2.2004
H 0.864899 -2.741084 0.558384 -0.0786 -0.6086 -0.4528
H 1.974877 -1.299003 1.888126 0.2487 -0.6436 0.0550
H -0.685885 0.919012 1.986117 -0.1999 1.2998 0.5304
O -0.682452 1.907687 2.118404 -0.0363 -0.9590 0.1192
O 0.271997 -0.712670 2.893197 0.5928 0.0514 -0.1305
C 0.045288 2.484020 1.046754 0.5171 -0.6208 -0.3280
H -1.455446 0.612234 -0.775493 -0.7669 -1.1531 -0.0789
C -0.201872 1.174460 -2.478080 0.0262 -0.8135 1.4118
H 1.346481 -0.045561 -2.199077 -1.1820 0.2734 -0.4157
C -0.797845 2.508999 -0.213697 0.6479 1.1534 -1.4912
H -3.203325 -3.564269 -1.730281 0.1266 0.4034 0.4198
C -2.557112 -2.677464 -1.739224 0.7743 -0.3028 -0.9043
H -0.400990 3.300011 -0.873181 -0.1696 0.0411 0.2097
C 0.852320 -1.977107 -0.210534 -0.2363 1.0899 -0.3820
H -1.129904 1.208267 -3.074784 0.6369 -0.1673 0.0314
```
Positions in Å, forces in eV/Å.

## Properties
Calculated total energy   -916.8426 Eh
Highest occupied orbital energy   -8.94 eV
Orbital gap   9.4494 eV
LUMO   0.510 eV
Total charge   0
SMILES   CC(=O)NC[C@H]1[C@H](O)[C@H](O)[C@@H]2[C@H](O)C[C@@H](CO)N21

---

ORCA calculation (wB97M-V/def2-TZVPD) on C11H20N2S3Ti as an isolated structure.

```
37
Properties=species:S:1:pos:R:3:forces:R:3
N 0.208563 -0.766038 -1.677110 0.0643 -0.0296 -0.5370
H 2.232198 2.197412 1.750868 0.0345 0.0308 0.0204
S -2.268761 -0.207416 1.920468 0.0050 -0.0393 0.2244
C -0.826705 2.263416 2.057364 -0.0010 0.0064 -0.0209
H -0.781502 0.015218 3.788929 0.0335 -0.0015 0.0338
H -1.801866 1.531257 -1.889129 0.0122 0.1215 -0.0116
H -0.938991 3.347533 2.065572 0.0028 0.0346 -0.0086
H 2.772221 -0.139276 2.484691 0.0507 0.0023 0.0101
N 1.241935 -1.271172 -2.393689 -0.0566 -0.0733 0.1057
Ti -0.699771 -0.358389 -0.014769 0.1728 -0.1528 -0.0635
C -0.613445 -0.148126 -2.610588 -0.1479 -0.0510 0.2908
H 0.403481 -2.198517 3.708302 0.0216 -0.0018 0.0551
H -1.915277 -1.302821 4.011203 -0.0559 -0.0388 0.0611
H 3.068325 -0.978504 -4.547548 -0.0020 0.0076 0.0164
H 1.760220 -1.225512 -5.708476 -0.0297 0.0088 -0.0112
C -0.204024 -1.880999 2.860704 0.0011 0.0847 -0.0154
C -0.070106 -0.266264 -3.853453 -0.0046 -0.0209 -0.2279
H -2.666165 0.404615 -2.919112 -0.0705 -0.0387 -0.0444
H 2.402120 1.114035 0.387707 0.0488 -0.0178 -0.0582
S 0.186371 1.851928 0.570257 -0.1240 -0.0161 0.3069
H 2.256432 -2.546830 -4.638970 -0.0032 0.0089 0.0116
C -1.907331 0.477481 -2.142817 0.4469 0.0634 -0.2757
C 1.116809 -1.009265 -3.694314 0.2490 -0.0299 -0.3509
H -2.848449 1.982577 1.270315 -0.0246 0.0087 -0.0682
C 1.753522 0.153791 2.233173 0.0130 -0.0174 0.0156
C 2.105085 -1.467864 -4.707796 -0.1172 0.0463 0.1319
H -0.471527 0.098073 -4.786939 0.0242 -0.0220 0.0355
H -2.368418 -0.085151 -1.315172 -0.4211 -0.0831 0.1109
H -0.238088 1.994919 2.931815 0.0150 -0.0049 0.0119
H -0.665725 -2.781037 2.453913 -0.0615 -0.0448 -0.0044
C -1.230016 -0.846139 3.299784 -0.0197 0.0100 -0.0359
S 0.937079 -1.332547 1.538638 -0.1092 0.1466 0.1095
H 1.954445 -1.832928 -1.946757 0.0081 0.0088 -0.0118
C 1.793736 1.324610 1.266135 -0.0276 0.0486 0.0584
C -2.207534 1.622005 2.074955 0.0834 -0.0417 0.0883
H 1.250240 0.396587 3.165955 -0.0006 0.0404 0.0143
H -2.719080 1.869334 3.005892 -0.0103 0.0471 0.0332
```
Positions in Å, forces in eV/Å.

## Properties
Calculated total energy   -2583.6722 Eh
Highest occupied orbital energy (spin up / spin down)   -20.17 / -20.19 eV
Multiplicity   2
Orbital gap (spin up / spin down)   8.1082 / 8.5297 eV
LUMO (spin up / spin down)   -12.062 / -11.665 eV
Total charge   +3

---

ORCA calculation (wB97M-V/def2-TZVPD) on a 2-piece molecular cluster, C11H20N5 overall at a distorted geometry.

```
36
Properties=species:S:1:pos:R:3:forces:R:3
H -0.831872 -3.135637 -2.014491 0.3016 0.5069 0.0164
H 1.795088 0.721890 -1.731233 -1.4470 1.3726 -1.7305
C -0.912796 -2.385002 -1.219686 0.5318 -0.0338 1.1859
H 0.559760 -1.887789 2.088099 0.5250 0.7433 -1.2584
C -3.082896 1.508406 0.659451 -3.2821 1.1155 1.2033
C 0.750494 -1.024879 0.028937 -0.0078 -0.6443 -2.5364
H 0.849562 -1.276972 -2.067180 -1.8114 -0.5827 2.8717
C 2.525960 0.378971 -1.098937 0.3122 -0.8121 2.6807
H -0.376903 2.752839 0.011576 0.6940 1.4362 1.2264
H -2.351635 -0.326788 0.645709 0.2616 -1.4132 -0.1773
N 0.294633 -1.513266 -1.133616 1.9457 0.3313 -2.2183
C 3.487808 0.936414 1.033884 0.7718 1.1101 -1.8307
N -1.255887 -2.117472 1.128743 1.2041 1.1202 1.1521
H 3.063008 -0.412419 -1.525621 0.8073 -1.2320 -0.9811
H -1.339861 -2.469368 2.099366 -0.5796 -0.1790 -1.0926
H -1.248043 2.786170 -1.434553 0.3686 -0.2296 -0.6235
H -2.106327 -3.686800 0.048154 2.8525 0.7061 0.2780
C -1.286031 2.432782 -0.415733 -0.8861 0.2284 -1.2632
H -3.401354 3.069187 -0.825002 1.2884 -0.0783 1.7754
H -1.789186 -1.710143 -1.402550 0.6013 -0.8466 0.2811
C 0.014735 -1.366693 1.249098 -0.4472 1.1948 3.0228
H -4.117076 1.321188 1.112696 1.9760 -0.2372 -0.6077
H 3.313364 2.365801 -0.730047 -0.7676 0.6846 0.7322
N -2.237411 0.593811 0.285089 -0.9788 2.3604 0.8552
H 2.464413 -0.253384 2.279541 -1.0633 -0.9877 -0.5593
C -1.019735 -3.140817 0.153922 -5.3712 -0.3086 -1.9128
H -0.196711 -0.319302 1.618823 0.0070 -1.0363 0.0422
C 3.497160 1.345584 -0.434737 0.1523 0.1251 -0.2959
C -2.703840 2.866999 0.103259 0.0547 -3.1806 -3.2705
H 4.251166 1.361730 1.691775 -0.6581 -0.4951 0.1062
H 4.475139 1.269793 -0.866224 0.7649 -0.6999 -0.1492
N -1.156274 1.000453 -0.312646 0.7069 -1.7331 -0.9537
H -2.645188 3.696793 0.699363 -0.3903 1.8190 1.8390
C 2.553011 0.026850 1.233281 0.7767 1.5079 1.4138
H -0.258515 -3.836308 0.426220 0.8080 -0.5639 -0.3103
N 1.788450 -0.204498 0.061483 -0.0218 -1.0685 1.0893
```
Positions in Å, forces in eV/Å.

## Properties
Calculated total energy   -704.5356 Eh
Highest occupied orbital energy (spin up / spin down)   -9.85 / -9.85 eV
Orbital gap (spin up / spin down)   7.2146 / 7.2132 eV
LUMO (spin up / spin down)   -2.636 / -2.636 eV
Total charge   +1

---

ORCA calculation (wB97M-V/def2-TZVPD) on an isolated ion of composition C11H20NO2 and charge +1 at a distorted geometry.

```
34
Properties=species:S:1:pos:R:3:forces:R:3
C 3.739348 1.044512 -0.055586 0.5898 -0.2911 0.0377
H -3.531454 -1.261607 1.063362 1.4839 -0.2400 -0.2962
C 0.189699 -0.965510 0.158751 0.9369 0.8727 0.2504
C -3.039328 1.369023 -0.544798 -1.5416 0.3746 -1.0817
H 6.512663 -0.544634 2.154051 -1.2563 0.9143 -1.2201
C 4.892275 0.306560 0.686326 -0.1492 0.7492 1.0403
C 1.630048 -0.470187 -0.357339 0.6213 -0.2076 1.1525
H 1.625100 1.627072 0.509463 0.9210 -1.2202 -0.2428
H -0.423971 -1.802445 -1.616264 -0.2445 0.6514 0.2477
C 2.280211 0.691481 0.508749 0.3873 0.2457 0.3658
H -2.817753 0.164761 -2.404689 -0.2169 -0.2111 1.4362
H -0.596154 -0.160656 -1.664868 -0.0305 -0.1607 0.7367
H -4.166953 -0.401481 -1.341941 1.4184 0.4831 0.2807
H -2.505068 -2.120681 -1.195352 0.4110 1.2247 0.8027
H -1.854723 2.896045 -0.400461 0.2560 -0.5765 -0.8241
O -1.745137 -0.476870 1.757379 0.4510 -0.4757 -1.5222
H 0.292205 -2.045964 0.504096 -0.4327 1.4999 -0.2535
C -3.096345 -0.012057 -1.309031 0.3006 0.1355 0.3319
H -0.532166 1.065540 0.920419 -0.0917 -1.5867 -0.0119
H 2.408417 0.407199 1.606800 -0.2622 0.1587 -1.5222
H -2.174804 -2.474444 1.154861 -0.0223 1.1325 -0.3087
H 2.327884 -1.368344 -0.270550 -0.8226 1.1860 -0.3636
H 1.626238 -0.122346 -1.436369 -0.2545 -0.4928 1.1474
C 5.751703 -0.069185 1.478525 -0.6980 -0.3450 -0.7608
H 3.910235 2.169779 0.004913 -0.0863 -1.5488 0.0635
H 3.793008 0.774151 -1.154538 -0.0504 0.3342 1.1906
N -0.716206 -0.985482 -1.046778 -0.1824 -0.7673 -0.3059
C -2.412225 -1.402851 0.881648 -0.7566 0.0935 -0.2350
H -3.134369 1.293037 0.579913 0.4653 -0.1848 -1.2096
H 0.241849 -0.023284 2.140490 -0.9616 -0.0761 -1.1886
C -2.181357 -1.156637 -0.672433 -2.0459 -0.7578 -0.6633
H -3.949223 1.971268 -0.892686 1.0294 -0.9031 0.4960
C -0.472930 -0.027272 1.248611 1.3450 0.1605 0.9570
O -1.870727 2.111505 -0.994675 -0.5110 -0.1711 1.4731
```
Positions in Å, forces in eV/Å.

## Properties
Calculated total energy   -635.9894 Eh
Highest occupied orbital energy   -12.45 eV
Orbital gap   9.3554 eV
LUMO   -3.098 eV
Total charge   +1
SMILES   C#CCCC[C@H]1COC[C@@H](CCO)[NH2+]1